The following is a quantum chemistry calculation of a cluster of 2 separate species, C7H6Br4Si in total, from the Open Molecules 2025 dataset.

Frontier orbital gap (spin up / spin down), eV: 5.73 / 7.29
Charge: 0
E_HOMO (spin up / spin down), eV: -7.8 / -8.4

Last column: Mulliken charge in e.
Atoms and positions in Å:
C  -1.20  -0.10  -0.96  -0.321
C  -0.43  -1.25  -0.68  -0.625
C  -0.85  1.09  -0.50  -0.642
C  0.79  -1.01  -0.01  -0.524
C  0.36  1.34  0.15  -0.615
C  1.18  0.29  0.50  1.144
C  2.38  0.49  1.22  -0.706
Si  1.13  -1.02  4.02  0.557
Br  2.91  2.18  1.92  -0.109
Br  1.80  -3.12  4.49  -0.219
Br  -0.99  -1.28  3.29  -0.174
Br  1.07  0.36  5.80  -0.206
H  -2.13  -0.28  -1.62  0.227
H  -0.76  -2.16  -1.01  0.532
H  -1.35  1.91  -0.76  0.509
H  1.37  -1.87  0.05  0.421
H  0.47  2.36  0.43  0.311
H  3.07  -0.34  1.07  0.440